# 1
A 3-piece molecular cluster, C20H17NO11 overall in a non-equilibrium geometry, computed with ωB97M-V with the def2-TZVPD basis set.

Geometry as XYZ:
```
49
Properties=species:S:1:pos:R:3
C -1.10 -1.62 0.43
C -1.89 -0.35 0.22
C -1.25 0.74 -0.63
N -3.05 -0.10 0.74
C -4.09 -0.86 0.28
C -5.40 -0.62 0.49
C -5.86 0.60 1.27
C -6.26 -1.68 -0.15
O -7.39 -1.70 -0.35
O -5.35 -2.69 -0.45
C -4.10 -2.13 -0.57
O -3.30 -2.62 -1.26
H -0.14 -1.36 0.92
H -1.62 -2.30 1.12
H -0.87 -2.14 -0.51
H -1.93 1.06 -1.43
H -0.31 0.39 -1.09
H -0.97 1.59 0.03
H -6.47 1.25 0.63
H -6.50 0.30 2.11
H -4.98 1.15 1.63
C 1.63 4.89 2.70
C 0.53 4.40 2.11
C 0.53 4.01 0.67
O -0.50 3.56 0.19
C 1.75 4.19 -0.10
C 2.85 4.67 0.49
C 2.87 5.04 1.94
O 3.90 5.46 2.43
O 3.99 4.85 -0.18
O -0.62 4.25 2.78
H 1.65 5.17 3.74
H 1.73 3.91 -1.15
H 4.63 5.21 0.47
H -1.25 3.88 2.13
C 2.55 -3.25 -2.56
C 2.99 -4.51 -2.50
C 3.97 -4.95 -1.46
O 4.32 -6.12 -1.43
C 4.47 -3.95 -0.53
C 4.04 -2.69 -0.59
C 3.04 -2.26 -1.62
O 2.66 -1.10 -1.63
O 4.48 -1.74 0.24
O 2.57 -5.45 -3.35
H 1.84 -2.92 -3.31
H 5.20 -4.27 0.21
H 4.02 -0.92 -0.02
H 3.03 -6.27 -3.09
```

Calculated values
structure (SMILES)	CC(C)=NC1=C(C)C(=O)OC1=O.O=C1C=C(O)C(=O)C=C1O.O=C1C=C(O)C(=O)C=C1O
2S+1	1
total charge	0
HOMO level	-0.3026	hartree
E_LUMO	-1.9	eV
orbital gap	6.36	eV

# 2
C20H18BF2MoN6O2S as an isolated structure, computed with ωB97M-V with the def2-TZVPD basis set.

Geometry as XYZ:
```
51
Properties=species:S:1:pos:R:3
Mo -0.53 0.02 0.07
C 0.81 0.17 -2.97
C -0.06 1.37 -2.73
C -0.26 2.29 -3.77
C -1.11 3.34 -3.60
C -1.77 3.52 -2.37
C -2.65 4.59 -2.12
C -3.24 4.72 -0.90
C -2.96 3.80 0.13
C -2.09 2.75 -0.08
S -1.67 1.67 1.24
C -1.50 2.58 -1.35
N -0.66 1.51 -1.56
H 1.70 0.46 -3.52
H 0.26 -0.57 -3.57
H 1.13 -0.30 -2.04
H 0.27 2.14 -4.70
H -1.27 4.06 -4.40
H -2.85 5.30 -2.92
H -3.92 5.53 -0.70
H -3.41 3.93 1.10
O 1.08 0.40 1.70
N 1.14 -0.52 2.69
N 0.33 -1.47 2.52
O -0.49 -1.54 1.53
C 0.33 -2.54 3.48
C -0.83 -3.28 3.60
C -0.85 -4.31 4.53
C 0.27 -4.58 5.30
C 1.42 -3.82 5.15
C 1.47 -2.79 4.23
H -1.69 -3.06 2.99
H -1.75 -4.90 4.65
H 0.25 -5.38 6.02
H 2.30 -4.04 5.75
H 2.36 -2.19 4.09
N -4.49 -1.67 -3.43
C -3.34 -1.91 -2.78
C -2.77 -0.97 -1.89
N -1.64 -1.25 -1.27
C -1.03 -2.43 -1.50
C -1.59 -3.32 -2.39
N -2.73 -3.07 -3.02
H -5.05 -0.86 -3.23
H -4.88 -2.40 -4.00
H -3.23 -0.01 -1.69
H -0.11 -2.63 -0.96
H -1.11 -4.27 -2.59
F 2.44 1.03 -0.16
B 1.70 0.03 0.35
F 2.21 -1.23 0.29
```

Calculated values
⟨S²⟩	2.03
2S+1	3
total charge	+1
HOMO level (alpha / beta)	-0.3774 / -0.3883	hartree
E_LUMO (alpha / beta)	-3.5 / -3.7	eV
orbital gap (alpha / beta)	6.74 / 6.82	eV

# 3
C20H18Br4F6N3O5SbSe2Te2Ti as an isolated structure in a non-equilibrium geometry, computed with ωB97M-V with the def2-TZVPD basis set.

Geometry as XYZ:
```
62
Properties=species:S:1:pos:R:3
Ti 0.70 -0.01 0.52
Br 0.36 -6.73 -0.88
C -0.09 -4.94 -0.48
C -1.40 -4.58 -0.27
Br -2.79 -5.86 -0.35
C -1.72 -3.24 0.01
Br -3.48 -2.62 0.26
C -0.71 -2.29 0.10
O -0.93 -1.00 0.31
C 0.63 -2.67 -0.09
O 1.52 -1.72 0.04
C 0.93 -3.99 -0.39
Br 2.75 -4.39 -0.68
Se 2.99 0.38 1.46
Te 5.32 0.26 0.61
Te 3.73 3.48 -0.87
Se 1.91 2.21 0.28
F -0.96 1.65 -0.18
Sb -2.45 2.58 0.67
F -1.19 3.65 1.58
F -2.59 1.36 2.09
F -3.88 3.59 1.39
F -3.63 1.45 -0.30
F -2.42 3.74 -0.84
O 0.42 2.65 4.27
C 0.37 1.53 5.00
C 0.40 1.67 6.39
C 0.32 0.56 7.20
C 0.21 -0.72 6.67
C 0.20 -0.87 5.30
C 0.29 0.24 4.45
C 0.36 0.02 3.00
O 0.66 -1.07 2.49
O 0.17 1.01 2.20
H 0.29 2.44 3.33
H 0.48 2.66 6.80
H 0.35 0.69 8.28
H 0.14 -1.58 7.31
H 0.15 -1.84 4.84
C -1.87 1.37 -4.35
C -2.42 0.66 -3.13
N -1.35 -0.01 -2.40
C -0.03 0.15 -2.68
N 0.87 0.02 -1.75
C 2.25 -0.11 -2.21
C 2.53 0.89 -3.32
C 1.63 0.53 -4.48
N 0.27 0.32 -4.01
C -0.81 0.47 -4.95
H -1.40 2.31 -4.06
H -2.67 1.58 -5.06
H -3.16 -0.09 -3.43
H -2.93 1.37 -2.47
H -1.53 -0.16 -1.41
H 2.42 -1.13 -2.57
H 2.94 0.04 -1.37
H 3.58 0.87 -3.62
H 2.30 1.89 -2.96
H 1.99 -0.39 -4.97
H 1.62 1.32 -5.24
H -1.24 -0.51 -5.21
H -0.39 0.90 -5.87
```

Calculated values
2S+1	1
total charge	-2
HOMO level	-0.0654	hartree
E_LUMO	3.6	eV
energy relative to the best compared isomer or geometry (same formula, charge and spin)	0.6332	eV
orbital gap	5.41	eV

# 4
C20H18Br4N2O5Os as an isolated structure, computed with ωB97M-V with the def2-TZVPD basis set.

Geometry as XYZ:
```
50
Properties=species:S:1:pos:R:3
Os 0.97 0.37 -1.02
O -5.69 -0.82 0.37
C -5.37 -0.07 -0.77
C -3.88 0.06 -0.86
C -3.28 0.86 -1.83
C -1.91 0.93 -1.90
N -1.11 0.27 -1.05
C -1.68 -0.48 -0.07
C -3.05 -0.61 0.03
C -0.72 -1.12 0.84
C -1.07 -1.91 1.91
C -0.09 -2.47 2.72
C -0.51 -3.33 3.90
O -1.49 -4.27 3.51
C 1.24 -2.23 2.41
C 1.54 -1.43 1.32
N 0.59 -0.88 0.56
H -6.64 -0.92 0.44
H -5.80 0.94 -0.74
H -5.72 -0.55 -1.69
H -3.88 1.42 -2.54
H -1.41 1.55 -2.63
H -3.49 -1.22 0.80
H -2.11 -2.11 2.13
H -0.98 -2.69 4.64
H 0.36 -3.80 4.37
H -1.07 -5.05 3.12
H 2.04 -2.66 2.99
H 2.56 -1.23 1.03
Br 3.86 5.31 2.81
C 3.58 3.84 1.72
C 4.75 3.06 1.26
Br 6.44 3.59 1.80
C 4.62 1.96 0.46
Br 6.02 0.91 -0.17
C 3.30 1.59 0.06
O 3.01 0.62 -0.70
C 2.16 2.37 0.53
O 1.05 1.92 0.09
C 2.31 3.51 1.35
Br 0.77 4.42 1.86
C 0.97 -0.94 -3.59
C 0.94 0.52 -4.04
O 1.25 1.36 -2.88
H 0.16 -1.52 -4.04
H 0.82 -1.03 -2.49
H 1.92 -1.42 -3.81
H -0.04 0.83 -4.41
H 1.68 0.73 -4.80
H 2.09 1.81 -3.02
```

Calculated values
2S+1	1
total charge	+2
HOMO level (alpha / beta)	-0.5175 / -0.5173	hartree
E_LUMO (alpha / beta)	-8.5 / -8.5	eV
orbital gap (alpha / beta)	5.56 / 5.56	eV

# 5
C20H18ClN5NiO4 as an isolated structure, computed with ωB97M-V with the def2-TZVPD basis set.

Geometry as XYZ:
```
49
Properties=species:S:1:pos:R:3
Ni 1.32 -0.58 -1.15
C 1.68 3.68 4.27
C 1.21 2.77 3.17
C 0.24 1.79 3.40
C -0.13 0.90 2.42
C 0.41 0.95 1.12
N 0.09 0.03 0.14
C -1.21 -0.46 0.07
C -2.33 0.37 0.23
C -3.62 -0.10 0.09
C -3.87 -1.42 -0.26
C -5.27 -1.92 -0.50
C -2.78 -2.26 -0.42
C -1.48 -1.79 -0.23
N -0.42 -2.74 -0.32
C -0.47 -4.07 -0.11
C 0.76 -4.60 -0.40
C 1.53 -3.50 -0.80
N 0.81 -2.39 -0.73
C 1.33 1.97 0.90
C 1.75 2.83 1.90
N 1.85 2.18 -0.42
C 2.23 3.36 -0.96
C 2.81 3.09 -2.18
C 2.74 1.71 -2.31
N 2.17 1.16 -1.24
H 0.94 3.73 5.08
H 1.84 4.70 3.90
H 2.62 3.34 4.71
H -0.21 1.70 4.38
H -0.86 0.12 2.64
H -2.15 1.42 0.46
H -4.45 0.59 0.22
H -6.00 -1.29 -0.01
H -5.40 -2.94 -0.14
H -5.50 -1.93 -1.57
H -2.94 -3.29 -0.72
H -1.37 -4.53 0.26
H 1.06 -5.63 -0.33
H 2.55 -3.45 -1.13
H 2.52 3.56 1.68
H 2.04 4.28 -0.44
H 3.20 3.80 -2.88
H 3.05 1.07 -3.13
O 2.09 -0.52 -4.87
Cl 1.52 -1.26 -3.80
O 1.22 -2.60 -4.16
O 2.51 -1.27 -2.64
O 0.36 -0.58 -3.22
```

Calculated values
2S+1	1
total charge	0
HOMO level (alpha / beta)	-0.2661 / -0.2657	hartree
E_LUMO (alpha / beta)	0.4 / 0.5	eV
energy relative to the best compared isomer or geometry (same formula, charge and spin)	0.0635	eV
orbital gap (alpha / beta)	7.63 / 7.74	eV

# 6
C20H18F3NORhS as an isolated structure, computed with ωB97M-V with the def2-TZVPD basis set.

Geometry as XYZ:
```
45
Properties=species:S:1:pos:R:3
Rh 0.98 -1.16 -1.58
S -2.23 -4.12 -1.05
C -1.74 -4.22 -2.69
C -0.71 -3.38 -3.00
C -0.31 -2.61 -1.87
C -1.05 -2.91 -0.75
C -0.68 -2.25 0.47
C -1.22 -2.43 1.74
C -0.68 -1.75 2.81
C 0.39 -0.89 2.61
C 0.89 -0.74 1.33
N 0.35 -1.39 0.29
H -2.25 -4.90 -3.35
H -0.27 -3.32 -3.98
H -2.05 -3.12 1.87
H -1.09 -1.88 3.80
H 0.85 -0.35 3.42
H 1.73 -0.10 1.12
F 2.20 -3.59 -0.82
C 2.47 -2.37 -1.28
F 3.01 -2.49 -2.52
F 3.39 -1.83 -0.48
C -2.74 2.64 1.88
C -1.49 2.46 1.07
C -1.54 1.86 -0.19
C -0.39 1.66 -0.94
C -0.54 1.12 -2.35
C 0.84 2.08 -0.41
C 2.09 1.73 -1.08
O 2.31 0.61 -1.56
C 0.91 2.75 0.82
C 2.18 3.27 1.43
C -0.27 2.91 1.54
H -3.62 2.25 1.37
H -2.91 3.70 2.09
H -2.65 2.13 2.84
H -2.50 1.56 -0.60
H -1.49 1.47 -2.76
H -0.62 0.02 -2.43
H 0.25 1.46 -3.02
H 2.90 2.46 -1.15
H 3.08 3.07 0.85
H 2.34 2.84 2.42
H 2.12 4.35 1.56
H -0.23 3.41 2.51
```

Calculated values
2S+1	1
total charge	+1
HOMO level	-0.4212	hartree
E_LUMO	-4.0	eV
energy relative to the best compared isomer or geometry (same formula, charge and spin)	0.0513	eV
orbital gap	7.42	eV

# 7
One molecule with the formula C20H18N2O3, computed with ωB97M-V with the def2-TZVPD basis set.

Geometry as XYZ:
```
43
Properties=species:S:1:pos:R:3
O 1.24 2.47 0.30
C 1.18 1.23 0.21
C 2.41 0.49 0.08
N 2.63 -0.82 -0.03
C 3.96 -0.98 -0.12
C 4.60 0.25 -0.07
N 3.61 1.15 0.06
O 3.78 2.50 0.15
H 2.83 2.84 0.23
C 6.06 0.49 -0.14
H 6.28 1.34 -0.79
C 6.72 -0.79 -0.65
H 7.80 -0.73 -0.50
H 6.53 -0.90 -1.72
C 6.17 -2.02 0.07
H 6.75 -2.90 -0.20
H 6.27 -1.88 1.15
C 4.70 -2.26 -0.27
H 4.26 -3.03 0.37
H 4.61 -2.61 -1.31
H 6.43 0.74 0.86
C -0.11 0.53 0.25
C -0.25 -0.85 0.12
C -1.50 -1.43 0.16
C -2.64 -0.64 0.31
C -2.51 0.74 0.45
C -1.26 1.31 0.42
H -1.15 2.38 0.53
H -3.39 1.36 0.60
O -3.83 -1.30 0.39
C -5.01 -0.67 0.05
C -5.12 0.18 -1.05
C -6.35 0.73 -1.37
C -7.47 0.42 -0.62
C -7.36 -0.44 0.46
C -6.14 -0.99 0.80
H -6.03 -1.66 1.63
H -8.23 -0.69 1.04
H -8.43 0.85 -0.88
H -6.43 1.39 -2.22
H -4.24 0.41 -1.64
H -1.62 -2.49 0.06
H 0.63 -1.46 0.00
```

Calculated values
structure (SMILES)	O=C(c1ccc(Oc2ccccc2)cc1)c1nc2c(n1O)CCCC2
2S+1	1
total charge	0
HOMO level	-0.3068	hartree
E_LUMO	-0.2	eV
energy relative to the best compared isomer or geometry (same formula, charge and spin)	2.8813	eV
orbital gap	8.11	eV

# 8
One molecule with the formula C20H18N2O3S, computed with ωB97M-V with the def2-TZVPD basis set.

Geometry as XYZ:
```
44
Properties=species:S:1:pos:R:3
C 1.16 4.01 0.66
C 0.00 3.40 0.76
C -0.59 2.56 -0.34
N -0.65 1.16 0.07
C -1.83 0.59 0.48
O -2.88 1.18 0.53
C -1.65 -0.88 0.80
H -2.08 -1.11 1.78
S 0.15 -1.18 0.86
C 0.50 0.42 0.14
N 1.58 0.86 -0.31
C 2.82 0.27 -0.24
C 3.30 -0.35 0.92
C 4.58 -0.86 0.96
C 5.41 -0.76 -0.15
C 4.94 -0.13 -1.31
C 3.67 0.39 -1.35
H 3.29 0.88 -2.24
H 5.60 -0.05 -2.16
C 6.78 -1.29 -0.15
O 7.55 -1.24 -1.08
O 7.13 -1.86 1.02
H 8.04 -2.19 0.95
H 4.94 -1.34 1.86
H 2.66 -0.41 1.79
C -2.31 -1.75 -0.28
C -3.79 -1.51 -0.32
C -4.62 -2.05 0.66
C -5.98 -1.81 0.64
C -6.53 -1.02 -0.36
C -5.72 -0.48 -1.34
C -4.36 -0.72 -1.32
H -3.73 -0.30 -2.09
H -6.14 0.14 -2.12
H -7.59 -0.83 -0.37
H -6.61 -2.23 1.41
H -4.19 -2.67 1.43
H -1.86 -1.52 -1.25
H -2.11 -2.80 -0.05
H 0.02 2.62 -1.24
H -1.62 2.86 -0.54
H -0.59 3.45 1.66
H 1.56 4.60 1.46
H 1.76 3.95 -0.24
```

Calculated values
structure (SMILES)	C=CCN1C(=O)[C@@H](Cc2ccccc2)S/C1=N\c1ccc(C(=O)O)cc1
2S+1	1
total charge	0
HOMO level	-0.3151	hartree
E_LUMO	0.2	eV
energy relative to the best compared isomer or geometry (same formula, charge and spin)	0.3641	eV
orbital gap	8.79	eV

# 9
C20H18N2O3SSc as an isolated structure, computed with ωB97M-V with the def2-TZVPD basis set.

Geometry as XYZ:
```
45
Properties=species:S:1:pos:R:3
Sc 0.20 0.57 -0.12
C 0.40 3.50 -2.32
C 0.56 3.13 -0.88
C 1.82 2.80 -0.37
C 1.98 2.44 0.97
C 0.89 2.41 1.82
C -0.38 2.73 1.33
C -0.54 3.08 -0.01
H 0.71 4.53 -2.48
H -0.64 3.40 -2.64
H 1.03 2.86 -2.94
H 2.67 2.81 -1.03
H 2.97 2.19 1.33
H 0.99 2.12 2.86
H -1.25 2.64 1.98
H -1.54 3.26 -0.39
O -0.69 -1.16 -1.01
C -0.68 -0.41 -2.03
O -1.00 0.81 -1.85
C 0.09 -0.84 -3.23
C -0.42 -1.34 -4.41
C 0.45 -1.75 -5.41
C 1.82 -1.65 -5.21
C 2.33 -1.15 -4.02
C 1.47 -0.74 -3.01
S 2.14 -0.03 -1.53
H -1.49 -1.41 -4.55
H 0.07 -2.14 -6.34
H 2.50 -1.98 -5.98
H 3.40 -1.07 -3.87
N -2.69 -3.61 5.14
C -1.70 -2.69 5.25
O -1.18 -2.38 6.30
C -1.29 -1.99 3.98
C -2.12 -1.81 2.88
C -1.65 -1.10 1.79
N -0.42 -0.57 1.74
C 0.39 -0.76 2.81
C 0.00 -1.46 3.93
H -2.93 -4.13 5.97
H -2.94 -4.02 4.25
H -3.13 -2.19 2.87
H -2.26 -0.97 0.91
H 1.38 -0.35 2.74
H 0.66 -1.58 4.77
```

Calculated values
2S+1	1
total charge	+1
HOMO level	-0.3952	hartree
E_LUMO	-3.7	eV
energy relative to the best compared isomer or geometry (same formula, charge and spin)	0.0500	eV
orbital gap	7.02	eV

# 10
One molecule with the formula C20H18N2O6 in a non-equilibrium geometry, computed with ωB97M-V with the def2-TZVPD basis set.

Geometry as XYZ:
```
46
Properties=species:S:1:pos:R:3
O -0.96 2.51 -0.60
O 2.05 2.00 -3.01
O 1.32 1.01 5.42
O -0.23 -4.70 -2.92
O -0.61 -4.54 -0.62
O -0.10 4.29 0.51
C -0.01 3.14 -0.16
C 1.44 1.11 -2.38
C 1.36 -0.15 -3.06
C 1.03 0.07 -0.25
C 2.44 0.77 3.15
C 0.09 0.55 3.37
C 2.43 0.53 1.82
C 0.05 0.26 2.01
C 1.31 0.78 3.98
C 0.15 -3.53 -2.34
C 0.03 -3.44 -1.01
C 1.15 0.26 1.17
C 0.52 -2.37 -3.02
C 0.35 -2.30 -0.27
C 0.77 -1.16 -2.34
C 0.74 -1.11 -0.91
N 1.23 2.57 -0.35
N 1.28 1.26 -1.02
C 2.60 1.54 5.97
C -0.75 -5.41 -1.74
C -1.78 5.79 0.31
C -1.32 4.59 1.13
H 1.64 0.00 -4.09
H 3.43 0.90 3.58
H -0.74 0.65 4.06
H 3.41 0.44 1.35
H -0.93 0.17 1.48
H 0.88 -2.47 -4.07
H 0.16 -2.45 0.81
H 2.10 3.10 -0.14
H 3.15 2.24 5.35
H 3.31 0.57 6.11
H 2.43 2.02 6.95
H -0.19 -6.33 -1.56
H -1.85 -5.61 -1.98
H -1.02 6.59 0.26
H -2.08 5.44 -0.68
H -2.63 6.14 0.81
H -1.16 4.77 2.20
H -2.12 3.82 1.05
```

Calculated values
structure (SMILES)	CCOC(=O)Nn1c(-c2ccc(OC)cc2)c2cc3c(cc2cc1=O)OCO3
2S+1	1
total charge	0
HOMO level	-0.2585	hartree
E_LUMO	-0.6	eV
energy relative to the best compared isomer or geometry (same formula, charge and spin)	6.9373	eV
orbital gap	6.48	eV

The following E values (in hartree) correspond, in order, to the records above: -1654.66079, -1942.80043, -18637.77417, -11644.79748, -3315.94640, -1711.02707, -1108.13649, -1506.39087, -2267.04445, -1333.72928.